Below is a cluster of 7 separate species, C22H26BrCl25N2OP in total at a distorted geometry, with properties calculated with wB97M-V/def2-TZVPD.

Values from the calculation:
gap between HOMO and LUMO: 9.461 eV
total charge: +1

Each atom is followed by the atoms it is bonded to, with distances in Å.
Geometry (Å):
1 C -0.347 3.941 -1.578  C2 1.562, H23 1.102, H24 1.094, H25 1.092
2 C 0.448 2.632 -1.269  C1 1.562, Cl3 1.820, C4 1.563, H26 1.096
3 Cl 1.826 2.642 -2.459  C2 1.820
4 C -0.450 1.374 -1.499  C2 1.563, N5 1.506, H27 1.098, H28 1.093
5 N -0.377 0.379 -0.371  C4 1.506, C6 1.512, C13 1.495, H29 1.031
6 C -0.295 -1.002 -0.979  N5 1.512, P7 1.900, C10 1.549, H30 1.100
7 P 1.474 -1.574 -1.369  C6 1.900, O8 1.648, Br9 2.263
8 O 2.090 -0.611 -2.556  P7 1.648, H31 0.975
9 Br 2.689 -1.157 0.494  P7 2.263
10 C -0.859 -2.164 -0.124  C6 1.549, C11 1.561, H32 1.096, H33 1.101
11 C -2.270 -1.888 0.484  C10 1.561, C12 1.542, H34 1.097, H35 1.095
12 C -2.595 -0.386 0.350  C11 1.542, C13 1.571, H36 1.105, H37 1.097
13 C -1.392 0.558 0.712  N5 1.495, C12 1.571, C14 1.586, C16 1.535
14 C -2.111 1.971 0.748  C13 1.586, N15 1.451, H38 1.103, H39 1.093
15 N -2.833 2.288 1.967  C14 1.451, H40 1.017, H41 1.014
16 C -0.922 0.130 2.109  C13 1.535, C17 1.526, H42 1.099, H43 1.101
17 C 0.136 0.970 2.818  C16 1.526, C18 1.397, C22 1.388
18 C 0.868 0.310 3.809  C17 1.397, C19 1.371, H44 1.094
19 C 1.825 0.927 4.572  C18 1.371, C20 1.397, H45 1.090
20 C 2.118 2.282 4.401  C19 1.397, C21 1.375, H46 1.086
21 C 1.415 2.941 3.421  C20 1.375, C22 1.388, H47 1.090
22 C 0.446 2.313 2.651  C17 1.388, C21 1.388, H48 1.088
23 H -0.648 4.384 -0.615  C1 1.102
24 H -1.263 3.743 -2.142  C1 1.094
25 H 0.304 4.670 -2.065  C1 1.092
26 H 0.907 2.650 -0.274  C2 1.096
27 H 0.007 0.911 -2.384  C4 1.098
28 H -1.467 1.625 -1.810  C4 1.093
29 H 0.546 0.550 0.056  N5 1.031
30 H -0.813 -1.082 -1.946  C6 1.100
31 H 2.696 0.024 -2.132  O8 0.975
32 H -0.947 -3.023 -0.798  C10 1.096
33 H -0.160 -2.473 0.670  C10 1.101
34 H -3.015 -2.465 -0.078  C11 1.097
35 H -2.349 -2.173 1.539  C11 1.095
36 H -2.874 -0.124 -0.686  C12 1.105
37 H -3.472 -0.137 0.960  C12 1.097
38 H -2.870 1.955 -0.051  C14 1.103
39 H -1.465 2.823 0.519  C14 1.093
40 H -2.190 2.498 2.725  N15 1.017
41 H -3.410 1.518 2.288  N15 1.014
42 H -1.793 0.058 2.774  C16 1.099
43 H -0.522 -0.896 2.110  C16 1.101
44 H 0.675 -0.748 4.010  C18 1.094
45 H 2.365 0.401 5.358  C19 1.090
46 H 2.847 2.815 5.004  C20 1.086
47 H 1.585 4.006 3.256  C21 1.090
48 H -0.093 2.903 1.912  C22 1.088
49 C -0.037 -5.841 1.215  Cl50 1.764, Cl51 1.772, Cl52 1.771, Cl53 1.773
50 Cl 0.832 -7.335 0.858  C49 1.764
51 Cl -1.429 -5.695 0.129  C49 1.772
52 Cl -0.605 -5.871 2.893  C49 1.771
53 Cl 1.043 -4.454 0.984  C49 1.773
54 C -4.117 5.032 -3.275  Cl55 1.774, Cl56 1.762, Cl57 1.770, Cl58 1.776
55 Cl -3.181 6.534 -3.400  C54 1.774
56 Cl -5.781 5.334 -3.772  C54 1.762
57 Cl -3.413 3.780 -4.308  C54 1.770
58 Cl -4.097 4.474 -1.590  C54 1.776
59 C 4.256 -6.479 2.803  Cl60 1.772, Cl61 1.772, Cl62 1.767, Cl63 1.764
60 Cl 4.476 -5.485 1.353  C59 1.772
61 Cl 2.646 -6.187 3.483  C59 1.772
62 Cl 4.407 -8.186 2.373  C59 1.767
63 Cl 5.491 -6.059 3.990  C59 1.764
64 C 0.351 5.609 -6.304  Cl65 1.769, Cl66 1.769, Cl67 1.766, Cl68 1.766
65 Cl 1.242 4.758 -5.034  C64 1.769
66 Cl -1.254 6.013 -5.680  C64 1.769
67 Cl 1.211 7.086 -6.752  C64 1.766
68 Cl 0.194 4.561 -7.716  C64 1.766
69 C 3.324 -7.111 7.445  Cl70 1.769, Cl71 1.770, Cl72 1.767, Cl73 1.766
70 Cl 4.308 -5.643 7.391  C69 1.769
71 Cl 1.745 -6.789 6.714  C69 1.770
72 Cl 4.132 -8.403 6.549  C69 1.767
73 Cl 3.102 -7.608 9.125  C69 1.766
74 C -0.461 0.534 -8.803  Cl75 1.773, Cl76 1.767, Cl77 1.768, Cl78 1.765
75 Cl -1.475 0.739 -7.363  C74 1.773
76 Cl -0.539 2.001 -9.785  C74 1.767
77 Cl 1.211 0.246 -8.307  C74 1.768
78 Cl -1.045 -0.840 -9.744  C74 1.765